No. 1
ORCA calculation (ωB97M-V/def2-TZVPD) on a structure of composition C14H12Cl2KNO4S4.

Cartesian coordinates (Å):
1 K -0.6497 0.3612 1.0592
2 O -4.3573 -3.5022 5.9203
3 C -3.5064 -3.0508 5.1681
4 S -3.3391 -3.4764 3.4769
5 C -1.9502 -2.4506 3.0528
6 C -1.4764 -1.6711 4.0557
7 S -0.1485 -0.5350 4.1052
8 S -2.3351 -1.8234 5.6052
9 S -1.4332 -2.6515 1.3918
10 Cl -3.6098 3.5762 -5.5439
11 C -2.6363 2.8530 -4.2721
12 C -1.5306 2.0621 -4.6231
13 C -0.7676 1.4964 -3.6470
14 Cl 0.6111 0.5316 -4.1058
15 C -1.0275 1.6400 -2.2197
16 O -0.3146 1.0905 -1.3642
17 C -2.1689 2.4818 -1.9330
18 C -2.5727 2.8080 -0.5747
19 O -2.0905 2.4257 0.4737
20 C -2.9363 3.0583 -2.9555
21 H -1.2829 1.9027 -5.6644
22 H -3.4364 3.5107 -0.5415
23 H -3.7842 3.6780 -2.6834
24 C 2.3940 -1.9927 1.8174
25 N 3.0931 -1.2336 0.7822
26 C 3.9020 -2.0116 -0.1256
27 C 2.7191 0.0483 0.5273
28 C 3.3275 0.7393 -0.6781
29 O 1.9058 0.6362 1.2234
30 H 3.1260 -2.5479 2.4099
31 H 1.6787 -2.6907 1.3744
32 H 1.8310 -1.3292 2.4709
33 H 4.4798 -2.7358 0.4525
34 H 4.6010 -1.3863 -0.6755
35 H 3.2889 -2.5695 -0.8432
36 H 4.3989 0.9043 -0.5410
37 H 2.8197 1.6927 -0.7851
38 H 3.1778 0.1613 -1.5900

The calculated total energy comes out at -109107.943 eV. For the energy above the lowest of the compared OMol25 structures with the same formula, charge and spin, the calculation gives 32.2 kJ/mol. Its net charge is -2. The value obtained for the HOMO-LUMO gap is 0.1483 Ha.

---

No. 2
ORCA calculation (ωB97M-V/def2-TZVPD) on a structure of composition C14H12F6N4O5S2Sn.

Cartesian coordinates (Å):
1 Sn 0.6017 -0.2484 0.2758
2 C 0.2569 3.6399 -2.9458
3 C -0.6112 2.9346 -1.9530
4 C -0.6936 3.3014 -0.6356
5 C -1.6015 2.6539 0.2632
6 C -1.7637 3.1799 1.6319
7 C -2.3669 1.5445 -0.1782
8 C -2.3303 1.1477 -1.4904
9 C -3.1923 0.0661 -2.0444
10 C -1.4491 1.8664 -2.3764
11 H 0.5899 2.9694 -3.7363
12 H 1.1237 4.0910 -2.4674
13 H -0.3140 4.4428 -3.4198
14 H -0.1228 4.1452 -0.2650
15 H -2.3907 4.0823 1.5700
16 H -0.8141 3.5153 2.0538
17 H -2.2597 2.4781 2.2983
18 H -3.0768 1.0957 0.5070
19 H -4.1202 0.5080 -2.4226
20 H -3.4667 -0.6618 -1.2828
21 H -2.7166 -0.4408 -2.8832
22 H -1.4594 1.6013 -3.4287
23 F 4.4443 -2.9739 1.7611
24 C 3.6159 -2.0814 2.2198
25 F 3.8478 -1.8077 3.4823
26 F 3.6805 -0.9707 1.4897
27 S 1.8692 -2.7875 2.0903
28 O 1.3114 -2.2199 0.8047
29 O 1.9419 -4.1901 2.1647
30 N 1.0551 -2.1393 3.3079
31 S 0.4034 -0.7756 3.0124
32 O 1.3403 0.2114 2.4046
33 O -0.7619 -0.8184 2.0923
34 C -0.1254 -0.1309 4.6913
35 F -0.9865 0.8402 4.4426
36 F 0.9457 0.3313 5.2821
37 F -0.6801 -1.1015 5.3609
38 O 0.2941 -2.0067 -1.8520
39 N 0.5564 -3.1007 -2.2901
40 C 1.5189 -3.9420 -2.2913
41 C 2.7519 -3.6197 -1.6299
42 N 3.7269 -3.3475 -1.0905
43 C 1.3368 -5.1808 -2.9869
44 N 1.2101 -6.1747 -3.5443

The calculated total energy comes out at -74694.193 eV. For the energy above the lowest of the compared OMol25 structures with the same formula, charge and spin, the calculation gives 41.7 kJ/mol. Its net charge is +2. The value obtained for the HOMO-LUMO gap (alpha / beta) is 0.2115 / 0.2930 Ha.

---

No. 3
ORCA calculation (ωB97M-V/def2-TZVPD) on an isolated molecule of C14H12O3.

Cartesian coordinates (Å):
1 C 1.6102 0.7873 1.5250
2 C 0.1427 0.4831 2.0181
3 O -0.4079 1.3436 2.6899
4 C -0.5358 -0.8889 1.7205
5 C -0.4022 -2.0890 2.6802
6 O -1.8147 -1.1737 1.1394
7 C -0.7697 -1.0312 0.1756
8 C -0.2616 -2.1961 -0.6375
9 O -0.3696 -3.3947 -0.3393
10 C 0.5344 -2.0828 -1.8553
11 C 0.7952 -0.7833 -2.4119
12 C 0.0943 0.3680 -1.8550
13 C 0.3346 1.5612 -2.5595
14 C -0.2277 2.8019 -2.0464
15 C -1.0501 2.7392 -0.9139
16 C -1.3982 1.4927 -0.3083
17 C -0.7237 0.2818 -0.6805
18 H 1.7738 0.7899 0.4913
19 H 2.0428 1.6767 2.0243
20 H 2.2055 -0.1156 1.8687
21 H -1.0748 -2.8667 2.3948
22 H 0.6123 -2.4631 2.7451
23 H -0.7451 -1.8749 3.6932
24 H 0.8719 -3.0474 -2.3021
25 H 1.3780 -0.7138 -3.3502
26 H 0.9263 1.4826 -3.3864
27 H -0.1205 3.6907 -2.6423
28 H -1.4431 3.6418 -0.4749
29 H -1.9772 1.5807 0.5972

The calculated total energy comes out at -20851.519 eV. For the energy above the lowest of the compared OMol25 structures with the same formula, charge and spin, the calculation gives 340.5 kJ/mol. Its net charge is 0. As for the structure (SMILES): CC(=O)[C@@]1(C)O[C@]12C(=O)C=Cc1ccccc12. The value obtained for the HOMO-LUMO gap is 0.2954 Ha.

---

No. 4
ORCA calculation (ωB97M-V/def2-TZVPD) on a structure of composition C14H13BrN2O4RuS2.

Cartesian coordinates (Å):
1 Ru 1.0576 -0.8180 0.2958
2 S 1.3389 -1.5636 2.4621
3 C 0.2433 -2.8224 2.1514
4 S -0.2776 -2.6674 0.5114
5 C -0.1807 -3.8007 3.0271
6 C -1.1164 -4.7975 2.6188
7 N -1.8727 -5.6026 2.2868
8 C 0.3061 -3.8490 4.3674
9 N 0.6996 -3.8886 5.4506
10 C 1.2930 -1.9675 -4.1199
11 C 1.3621 -1.9594 -2.6067
12 O 1.1388 -0.6419 -2.0844
13 H 1.4855 -2.9740 -4.4983
14 H 2.0356 -1.2896 -4.5434
15 H 0.3053 -1.6591 -4.4700
16 H 2.3513 -2.2388 -2.2504
17 H 0.6441 -2.6627 -2.1808
18 H 0.2021 -0.4064 -2.1533
19 Br -4.2657 4.4062 -2.1013
20 C -3.1381 3.9483 -0.6417
21 C -3.1604 4.7355 0.4980
22 C -2.3331 4.3982 1.5607
23 C -1.4933 3.2980 1.4752
24 C -1.4900 2.5184 0.3265
25 C -2.3213 2.8377 -0.7402
26 C -0.5889 1.3203 0.2339
27 O -0.7833 0.4726 -0.6738
28 O 0.3328 1.2009 1.0887
29 H -3.8149 5.5945 0.5525
30 H -2.3462 5.0028 2.4586
31 H -0.8329 3.0268 2.2877
32 H -2.3196 2.2117 -1.6213
33 C 3.5195 0.1679 0.2048
34 O 2.9281 -1.0947 0.0258
35 H 4.5854 0.0435 0.4209
36 H 3.0824 0.7081 1.0608
37 H 3.4235 0.8125 -0.6800

The calculated total energy comes out at -120195.681 eV. The multiplicity is 2. For the energy above the lowest of the compared OMol25 structures with the same formula, charge and spin, the calculation gives 117.4 kJ/mol. Its net charge is -1. The value obtained for the HOMO-LUMO gap (alpha / beta) is 0.2575 / 0.2499 Ha.

---

No. 5
ORCA calculation (ωB97M-V/def2-TZVPD) on a structure of composition C14H13Cl5CuN2OSSi.

Cartesian coordinates (Å):
1 Cu -0.3479 -0.1813 -0.0712
2 C 0.0985 -3.9251 2.1834
3 C 0.6442 -2.8850 1.2300
4 O -0.0519 -2.3859 0.3622
5 N 1.9558 -2.5769 1.4110
6 C 2.6540 -1.5534 0.6416
7 C 2.5989 -0.2042 1.3098
8 C 3.7083 0.3362 1.9444
9 C 3.5861 1.5526 2.5983
10 C 2.3573 2.1858 2.6011
11 C 1.2999 1.5823 1.9353
12 N 1.4154 0.4175 1.2982
13 H -0.9487 -4.0927 1.9507
14 H 0.1796 -3.5723 3.2149
15 H 0.6531 -4.8611 2.0885
16 H 2.3839 -2.8954 2.2628
17 H 2.1806 -1.4864 -0.3398
18 H 3.6888 -1.8655 0.5088
19 H 4.6544 -0.1909 1.9182
20 H 4.4389 1.9950 3.0991
21 H 2.2124 3.1344 3.1002
22 H 0.3252 2.0571 1.8990
23 Cl 0.1033 2.6844 -1.2215
24 C 1.4817 2.2853 -2.1977
25 C 2.2928 3.3439 -2.5709
26 C 3.4089 3.1269 -3.3590
27 C 3.7023 1.8346 -3.7617
28 C 2.8833 0.7860 -3.3781
29 Cl 3.3599 -0.8048 -3.9147
30 C 1.7190 0.9460 -2.5874
31 S 0.7149 -0.4121 -2.1785
32 H 2.0350 4.3429 -2.2412
33 H 4.0420 3.9528 -3.6599
34 H 4.5713 1.6280 -4.3739
35 Cl -1.7445 -0.1834 3.2686
36 Si -2.1225 0.4207 1.2112
37 Cl -4.1868 -0.0837 1.1091
38 Cl -2.3212 2.5525 1.5305

The calculated total energy comes out at -145730.242 eV. For the energy above the lowest of the compared OMol25 structures with the same formula, charge and spin, the calculation gives 0.0 kJ/mol. Its net charge is -1. The value obtained for the HOMO-LUMO gap is 0.2448 Ha.

---

No. 6
ORCA calculation (ωB97M-V/def2-TZVPD) on an isolated molecule of C14H13ClN2O2S.

Cartesian coordinates (Å):
1 C 6.4624 0.7691 0.5395
2 C 5.0939 0.5054 0.3593
3 C 3.9636 1.4432 0.3293
4 C 2.6453 1.2468 0.1375
5 C 2.1981 -0.1333 0.0446
6 C 0.7324 -0.1003 0.0792
7 O -0.0809 1.1292 0.1422
8 O 0.1667 -1.2015 -0.1725
9 N -1.0553 -1.8697 -0.1775
10 C -1.9720 -0.9985 -0.6753
11 N -1.9337 -0.0235 -1.6579
12 C -3.3906 -1.7997 -0.5248
13 C -4.2414 -0.6766 -0.1094
14 C -5.3046 -0.0001 -0.5974
15 C -6.0602 0.8084 0.0389
16 C -5.7441 0.8180 1.5813
17 S -4.3593 -0.2985 1.7029
18 C 3.1183 -1.0440 0.3773
19 Cl 2.4640 -2.6779 0.7009
20 C 4.5864 -0.6760 0.4588
21 H 6.9794 -0.0520 0.4421
22 H 6.7190 1.3238 -0.5279
23 H 6.6657 1.3836 1.3735
24 H 4.4101 2.5981 -0.0530
25 H 1.9510 2.1711 -0.1571
26 H -2.8773 0.3581 -1.6869
27 H -1.1574 0.5071 -1.2824
28 H -3.6575 -2.2425 -1.6067
29 H -3.2167 -2.4630 -0.0017
30 H -5.3618 -0.1040 -1.7851
31 H -6.7973 1.6349 -0.4602
32 H -6.0714 1.3046 2.4477
33 H 5.1253 -1.6404 0.7209

The calculated total energy comes out at -45150.451 eV. For the energy above the lowest of the compared OMol25 structures with the same formula, charge and spin, the calculation gives 1172.2 kJ/mol. Its net charge is 0. As for the structure (SMILES): Cc1ccc(C(=O)O/N=C(\N)Cc2cccs2)c(Cl)c1. The value obtained for the HOMO-LUMO gap is 0.3018 Ha.